No. 1
Density functional theory data (wB97M-V/def2-TZVPD) for C27H42AsMnN3OS2Si as an isolated structure.

Calculated values
* E_LUMO (spin up / spin down): 0.524 / 0.524 eV
* relative energy (zero: lowest compared OMol25 entry of this formula, charge and spin): 14.9 kcal/mol
* maximum force: 0.80 eV Å⁻¹
* multiplicity: 2
* Kohn-Sham gap (spin up / spin down): 0.2780 / 0.2724 hartree

Atoms and positions in Å:
1 Mn -1.04050 -1.20710 -0.28909
2 N -0.92625 -2.90336 -1.58701
3 C -0.78518 -4.10694 -0.75814
4 C -1.88285 -4.03676 0.29368
5 N -1.81573 -2.72276 0.93082
6 C -2.97332 -2.29622 1.70886
7 C -2.65301 -0.89415 2.20140
8 N -2.26979 -0.07641 1.04238
9 H -1.84836 -2.85516 -2.01597
10 H -0.25305 -2.86195 -2.34386
11 H 0.19276 -4.07758 -0.27749
12 H -0.86781 -5.03458 -1.33124
13 H -1.77784 -4.85271 1.01618
14 H -2.86399 -4.13885 -0.17981
15 H -0.97680 -2.68048 1.51363
16 H -3.17550 -2.95528 2.56129
17 H -3.85362 -2.30506 1.05990
18 H -1.80280 -0.94944 2.87991
19 H -3.49694 -0.47352 2.75571
20 H -1.88732 0.82802 1.30644
21 H -3.07692 0.10182 0.45003
22 S -2.92241 -0.64146 -1.85378
23 C -2.21601 0.18246 -3.24609
24 C -2.93025 0.29145 -4.44511
25 C -2.37777 0.92470 -5.54472
26 C -1.09770 1.46712 -5.48692
27 C -0.38182 1.37932 -4.30413
28 C -0.93873 0.75581 -3.19259
29 As -0.04981 0.57296 -1.49166
30 C -0.46165 2.28934 -0.66459
31 C 0.37032 2.82252 0.31626
32 C 0.02673 4.00130 0.96383
33 C -1.16616 4.64139 0.65884
34 C -2.01117 4.10227 -0.30192
35 C -1.65815 2.93471 -0.96617
36 C 1.82648 0.77493 -1.93233
37 C 2.45923 2.00210 -2.10525
38 C 3.79754 2.05307 -2.47145
39 C 4.51054 0.87897 -2.67317
40 C 3.88450 -0.34798 -2.50673
41 C 2.54904 -0.39702 -2.13410
42 H -3.92290 -0.13729 -4.50207
43 H -2.94947 0.98962 -6.46274
44 H -0.66656 1.95119 -6.35351
45 H 0.61606 1.79824 -4.24095
46 H 1.29587 2.31857 0.57425
47 H 0.69240 4.42201 1.70819
48 H -1.43559 5.55967 1.16559
49 H -2.94295 4.59740 -0.54529
50 H -2.31786 2.52194 -1.72065
51 H 1.90774 2.92232 -1.95629
52 H 4.28287 3.01180 -2.60413
53 H 5.55450 0.92104 -2.95676
54 H 4.43887 -1.26628 -2.65474
55 H 2.06566 -1.35570 -1.97678
56 C 1.21001 1.78993 3.75113
57 S -0.51784 1.33533 3.55408
58 C -1.27872 2.68948 4.46251
59 H 1.51210 1.71803 4.79568
60 H 1.38729 2.80154 3.38435
61 H 1.80132 1.09185 3.16172
62 H -1.09526 3.64104 3.96211
63 H -0.90487 2.72935 5.48531
64 H -2.35229 2.50916 4.48847
65 C 3.19989 -0.63075 1.45997
66 Si 1.84368 -1.91930 1.68386
67 C 1.42534 -2.03849 3.52819
68 C 2.61417 -3.56942 1.19135
69 O 0.54116 -1.58163 0.82115
70 H 3.91145 -0.64371 2.29120
71 H 2.78753 0.37985 1.38213
72 H 3.76199 -0.81332 0.54120
73 H 1.82609 -2.95380 3.97233
74 H 0.34228 -2.03988 3.68202
75 H 1.82576 -1.20076 4.10479
76 H 3.62961 -3.64825 1.59128
77 H 2.68512 -3.66546 0.10366
78 H 2.04759 -4.42480 1.57156

Atomic partial charges in e from the Mulliken method, atoms 1 to 4: number 1, Mn, carries -0.616; number 2, N, carries -0.343; number 3, C, carries -0.211; number 4, C, carries -0.881

***

No. 2
Density functional theory data (wB97M-V/def2-TZVPD) for C2H2F5N as an isolated structure at a distorted geometry.

Calculated values
* E_LUMO: 0.785 eV
* relative energy (zero: lowest compared OMol25 entry of this formula, charge and spin): 110.5 kcal/mol
* maximum force: 4.78 eV Å⁻¹
* multiplicity: 1
* Kohn-Sham gap: 0.4296 hartree

Atoms and positions in Å:
1 C -0.20788 -0.29710 0.57628
2 C -1.33453 -1.11857 0.11657
3 N 1.41722 -1.17756 0.66812
4 F -1.25863 -1.66730 -1.11465
5 F -1.70141 -2.13195 0.88772
6 F -2.35696 -0.23134 0.14358
7 F 1.36436 -2.36532 0.00497
8 F 2.01153 -0.35993 -0.26801
9 H -0.27533 0.12377 1.54720
10 H -0.01543 0.42708 -0.24054

Atomic partial charges in e from the Mulliken method, atoms 1 to 4: number 1, C, carries -0.633; number 2, C, carries 0.968; number 3, N, carries 0.080; number 4, F, carries -0.242

***

No. 3
Density functional theory data (wB97M-V/def2-TZVPD) for a 2-piece molecular cluster, C3H12N2O overall at a distorted geometry.

Calculated values
* E_LUMO: 1.041 eV
* relative energy (zero: lowest compared OMol25 entry of this formula, charge and spin): 38.5 kcal/mol
* SMILES string: NCCCN.O
* maximum force: 4.11 eV Å⁻¹
* multiplicity: 1
* Kohn-Sham gap: 0.3634 hartree

Atoms and positions in Å:
1 N -1.99820 0.53908 -1.03218
2 C -1.64615 0.86395 0.34845
3 C -0.43945 -0.00080 0.87101
4 C 0.19006 0.65610 2.14241
5 N 0.48141 1.99601 1.82336
6 H -1.80203 -0.48194 -1.18458
7 H -3.00510 0.65136 -1.20423
8 H -1.41152 1.91996 0.16560
9 H -2.36121 0.66117 1.09282
10 H 0.49541 -0.17493 0.17263
11 H -0.82877 -0.96447 1.22875
12 H -0.52440 0.38429 3.03898
13 H 1.10934 -0.02813 2.42023
14 H 0.35117 2.04563 0.77371
15 H 1.41010 2.39157 2.20639
16 O 3.40542 -3.30684 -4.02379
17 H 3.92069 -4.04273 -4.24509
18 H 2.65323 -3.10929 -4.59447

Atomic partial charges in e from the Mulliken method, atoms 1 to 4: number 1, N, carries -0.595; number 2, C, carries -0.353; number 3, C, carries -0.856; number 4, C, carries -0.276

***

No. 4
Density functional theory data (wB97M-V/def2-TZVPD) for C33H45ClIN8O2P2Sm as an isolated structure at a distorted geometry.

Calculated values
* E_LUMO (spin up / spin down): -5.240 / -4.908 eV
* relative energy (zero: lowest compared OMol25 entry of this formula, charge and spin): 0.0 kcal/mol
* maximum force: 1.15 eV Å⁻¹
* multiplicity: 6
* total charge: +2
* Kohn-Sham gap (spin up / spin down): 0.2733 / 0.2862 hartree

Atoms and positions in Å:
1 Sm -0.37599 -0.31260 -0.07266
2 Cl -7.36422 -0.16348 0.24114
3 C -5.72129 -0.41501 -0.22645
4 C -5.40005 -0.43928 -1.54089
5 C -4.06050 -0.64567 -1.95268
6 I -3.64190 -0.74040 -3.97777
7 C -3.05588 -0.82671 -1.05356
8 O -1.77715 -1.02335 -1.42379
9 C -3.37837 -0.78824 0.33173
10 N -2.35177 -0.91217 1.22499
11 C -2.62820 -0.88371 2.50147
12 C -3.92810 -0.74172 3.00635
13 C -4.96665 -0.59027 2.13446
14 C -4.71966 -0.59155 0.74874
15 H -6.18580 -0.30653 -2.27131
16 H -1.77881 -0.96329 3.17056
17 H -4.09671 -0.73873 4.07400
18 H -5.97750 -0.46625 2.49880
19 C -0.64194 -2.96484 5.78292
20 C 0.48094 -3.94826 5.47132
21 C -0.05719 -5.22053 4.81928
22 C 1.60517 -3.28231 4.68222
23 N 1.13447 -2.68911 3.39937
24 C 0.65569 -3.28446 2.30319
25 N 0.36215 -2.35382 1.42757
26 N 0.67672 -1.18660 2.02086
27 N 1.14891 -1.37230 3.20176
28 H -1.36366 -3.40990 6.46721
29 H -1.18997 -2.69916 4.87306
30 H -0.27032 -2.04718 6.24215
31 H 0.96005 -4.22923 6.41365
32 H -0.77978 -4.99472 4.02974
33 H -0.58768 -5.82717 5.55190
34 H 0.73748 -5.84312 4.40132
35 H 2.40767 -3.97486 4.43513
36 H 2.02647 -2.44299 5.23000
37 H 0.54622 -4.34725 2.17810
38 C -2.43062 3.53601 -2.49568
39 N -1.43270 2.68579 -1.84380
40 C -0.66800 1.84249 -2.77431
41 P -0.86305 2.92568 -0.33341
42 O -1.03538 1.66079 0.52813
43 N 0.75611 3.12662 -0.48476
44 C 1.30448 4.16530 -1.36787
45 C 1.63054 2.86428 0.66202
46 N -1.64361 4.14317 0.37133
47 C -1.45418 5.52210 -0.07956
48 C -2.62839 3.97107 1.44488
49 H -3.08953 2.90637 -3.09388
50 H -1.95984 4.27300 -3.15259
51 H -3.03537 4.05215 -1.75598
52 H -1.34171 1.26597 -3.40835
53 H -0.03409 1.13668 -2.23635
54 H 0.00552 2.43403 -3.39593
55 H 0.63647 4.37195 -2.19749
56 H 2.25465 3.82748 -1.78009
57 H 1.47992 5.09282 -0.81772
58 H 1.11776 2.27038 1.41583
59 H 1.94668 3.79838 1.13194
60 H 2.52462 2.33259 0.33172
61 H -0.82048 5.56530 -0.96483
62 H -0.99371 6.12169 0.70660
63 H -2.41871 5.96218 -0.33796
64 H -2.73569 2.92272 1.70458
65 H -3.59637 4.35887 1.12148
66 H -2.30877 4.52374 2.32917
67 C 1.12616 -2.79203 -2.39515
68 P 1.77806 -1.20280 -1.77711
69 C 3.45941 -1.56997 -1.22312
70 C 4.45901 -1.89271 -2.14048
71 C 5.73146 -2.21127 -1.69511
72 C 6.01848 -2.20576 -0.33409
73 C 5.03249 -1.87670 0.58395
74 C 3.75537 -1.55906 0.13827
75 C 2.00247 -0.18793 -3.26569
76 C 1.28556 -0.43285 -4.43301
77 C 1.43421 0.40479 -5.53428
78 C 2.30101 1.48536 -5.47591
79 C 3.02270 1.73217 -4.31244
80 C 2.86904 0.90478 -3.21184
81 H 1.72016 -3.13718 -3.24172
82 H 0.07924 -2.70781 -2.68740
83 H 1.20131 -3.52306 -1.58996
84 H 4.24952 -1.88526 -3.20485
85 H 6.50408 -2.45902 -2.41054
86 H 7.01599 -2.44837 0.00769
87 H 5.26047 -1.85378 1.64165
88 H 2.99482 -1.28003 0.85902
89 H 0.60772 -1.27430 -4.49752
90 H 0.88096 0.20105 -6.44181
91 H 2.42774 2.12577 -6.33894
92 H 3.71734 2.56178 -4.27309
93 H 3.45578 1.09138 -2.31745

Atomic partial charges in e from the Mulliken method, atoms 1 to 4: number 1, Sm, carries 1.121; number 2, Cl, carries -0.230; number 3, C, carries 0.352; number 4, C, carries -0.428

***

No. 5
Density functional theory data (wB97M-V/def2-TZVPD) for a 11-piece molecular cluster, C37H60N11O9 overall at a distorted geometry.

Calculated values
* E_LUMO: -5.912 eV
* relative energy (zero: lowest compared OMol25 entry of this formula, charge and spin): 117.2 kcal/mol
* maximum force: 19.49 eV Å⁻¹
* multiplicity: 1
* total charge: +1
* Kohn-Sham gap: 0.1271 hartree

Atoms and positions in Å:
1 C -0.26396 -1.68047 0.10063
2 C 0.20704 -0.21947 0.01263
3 C 1.36404 -0.17147 -1.04237
4 C 0.89104 -0.32647 -2.57137
5 C -0.05196 0.91453 -2.90837
6 C -1.26596 0.99753 -1.98337
7 N -0.84996 0.72553 -0.56237
8 O -1.74996 0.85853 0.34663
9 C -2.27196 -0.04547 -2.35337
10 C -1.80696 2.34653 -2.07037
11 C 0.72604 0.36353 1.33563
12 H 0.53504 -2.25147 0.49963
13 H -0.79796 -2.07447 -0.81537
14 H -0.93696 -1.52547 0.97063
15 H 2.01204 -0.87547 -0.97037
16 H 2.16804 0.50153 -1.00737
17 H 0.28304 -1.18047 -2.73837
18 H 1.74404 -0.28847 -3.17337
19 H -0.32196 0.96353 -3.91437
20 H 0.72204 1.84553 -2.86837
21 H -2.10896 -0.98247 -2.68737
22 H -2.57796 0.52453 -3.29237
23 H -3.30996 -0.04847 -1.84537
24 H -2.60096 2.70153 -1.34937
25 H -2.07296 2.42753 -3.08637
26 H -0.98396 2.90353 -2.17337
27 H 1.12004 1.29653 1.44663
28 H 1.42204 -0.35047 1.76963
29 H -0.17996 0.34853 2.10963
30 N -4.84396 -2.56447 -1.56337
31 C -5.63996 -2.07147 -0.49337
32 C -6.73396 -1.27747 -1.07837
33 C -6.64196 -1.53447 -2.61037
34 C -5.32396 -2.42047 -2.80037
35 H -4.05996 -3.01147 -1.16137
36 H -5.34396 -2.35647 0.46163
37 H -7.52996 -0.73347 -0.59837
38 H -7.21396 -1.25147 -3.40837
39 H -4.79296 -2.77747 -3.78537
40 N 0.43704 1.94753 6.03463
41 C 0.05604 1.16053 7.16363
42 C 0.53204 -0.21047 6.97563
43 C 1.07204 -0.34947 5.52763
44 C 1.04404 1.13553 5.04663
45 H 0.02704 2.93153 5.91863
46 H -0.50796 1.58053 7.82163
47 H 0.55904 -0.87547 7.80563
48 H 1.38304 -1.18847 5.04263
49 H 1.33704 1.36553 4.27363
50 N 4.83004 -0.86647 1.14563
51 C 4.97504 -1.60847 2.34163
52 C 4.20904 -0.88647 3.37163
53 C 3.94804 0.50653 2.76663
54 C 4.29204 0.42553 1.37063
55 H 5.00304 -1.11447 0.15763
56 H 5.23304 -2.63947 2.33163
57 H 3.94604 -1.17547 4.30563
58 H 3.76204 1.48253 3.35963
59 H 4.12004 1.09453 0.81963
60 N 6.90204 -1.12747 -1.50937
61 C 6.49804 0.26453 -1.72337
62 C 5.18904 0.28653 -2.55937
63 C 4.83504 -1.25047 -2.75337
64 C 5.87904 -2.02147 -1.91637
65 H 7.84104 -1.34847 -1.14837
66 H 7.32704 1.03753 -1.35737
67 H 4.92404 1.33553 -2.98037
68 H 3.98404 -1.57947 -3.50337
69 H 6.14604 -3.03547 -1.83437
70 N 1.71004 4.19153 -0.71637
71 C 2.82404 3.45253 -0.20237
72 C 3.89204 3.21653 -1.21837
73 C 3.16004 3.62153 -2.47237
74 C 1.75804 4.24453 -2.07037
75 H 0.94804 4.29753 -0.15637
76 H 2.77504 3.42753 0.82963
77 H 4.87404 2.85853 -1.01037
78 H 3.45404 3.53353 -3.33537
79 H 1.08104 4.75753 -2.55937
80 N -2.02096 0.54753 4.75563
81 C -2.55596 1.39553 3.74363
82 C -3.93496 0.84153 3.45663
83 C -4.21296 -0.11047 4.53263
84 C -2.91496 -0.28147 5.29663
85 H -1.15396 0.88753 5.18663
86 H -2.01096 2.21353 3.22463
87 H -4.51796 1.42453 2.87763
88 H -4.97596 -0.72347 4.79263
89 H -2.74996 -1.01447 6.30163
90 C -2.06896 -0.58147 -6.53537
91 N -1.75496 -1.60147 -5.45837
92 O -0.54596 -1.74747 -5.29237
93 O -2.74096 -2.02747 -4.86037
94 H -1.07696 -0.58347 -7.19837
95 H -2.11296 0.15153 -6.01237
96 H -2.89996 -1.04847 -7.16337
97 C 0.13104 -4.77447 -4.03737
98 N 1.35104 -4.02047 -3.59237
99 O 1.97604 -3.39047 -4.48237
100 O 1.50304 -3.73047 -2.40037
101 H 0.60304 -5.59147 -4.67537
102 H -0.55696 -4.18147 -4.68137
103 H -0.38796 -5.17147 -3.11937
104 C -2.64796 5.75453 -0.60337
105 N -2.18596 4.77853 0.46263
106 O -3.07596 4.20853 1.06963
107 O -1.00696 4.57353 0.43063
108 H -1.63296 6.30853 -0.74537
109 H -3.74896 6.07153 -0.20937
110 H -2.76196 5.00853 -1.32337
111 C -1.16796 -3.37347 3.51963
112 N -1.86396 -3.57647 4.84863
113 O -1.13696 -3.40847 5.81563
114 O -3.10796 -3.80947 4.86163
115 H -1.70396 -2.73047 2.92163
116 H -1.19696 -4.34147 3.18263
117 H -0.30896 -2.92347 3.58563

Atomic partial charges in e from the Mulliken method, atoms 1 to 4: number 1, C, carries -1.334; number 2, C, carries 2.319; number 3, C, carries -2.960; number 4, C, carries -1.303